Record 1
Molecular formula: C27H26B2Cl3O5
Method: DFT, wB97M-V/def2-TZVPD

Geometry (Å):
Cl -4.169 0.691 -1.462
B -3.155 -0.882 -1.654
Cl -3.999 -2.263 -0.680
Cl -3.070 -1.404 -3.498
O -1.795 -0.675 -1.303
C -0.942 -0.410 -0.203
C -1.861 -0.167 1.068
C -1.747 -1.113 2.074
C -2.683 -1.213 3.092
C -3.691 -0.270 3.183
C -3.706 0.812 2.293
C -2.724 0.915 1.287
H -1.094 -2.214 0.292
H -0.922 -1.799 2.126
H -2.556 -2.017 3.792
H -4.435 -0.343 3.993
H -4.461 1.571 2.371
H -2.661 1.808 0.662
C 3.909 2.251 -2.451
C 3.368 1.118 -1.706
C 3.706 -0.185 -1.493
C 2.650 -0.766 -0.736
C 1.648 0.189 -0.565
B 0.046 0.756 -0.172
C -0.212 -1.688 -0.030
C 0.298 -2.445 -1.183
C 1.025 -3.526 -0.627
C 1.271 -3.201 0.717
C 1.771 -3.994 1.827
O 0.745 -1.975 1.024
C 0.689 1.000 1.205
C 1.193 2.232 1.565
C 1.167 2.294 2.986
C 0.566 1.125 3.421
C -0.080 0.780 4.690
O 0.465 0.266 2.355
C -0.202 1.354 -1.573
C -0.717 2.581 -1.813
C -0.807 2.688 -3.237
C -0.402 1.478 -3.764
C -0.283 1.002 -5.123
O 0.012 0.658 -2.739
O 2.175 1.341 -1.113
H 4.865 2.016 -2.939
H 3.204 2.564 -3.245
H 4.078 3.120 -1.791
H 4.613 -0.669 -1.865
H 2.675 -1.790 -0.434
H -0.100 -2.305 -2.179
H 1.290 -4.473 -1.121
H 1.276 -4.982 1.802
H 2.860 -4.154 1.745
H 1.536 -3.486 2.776
H 1.434 3.004 0.846
H 1.543 3.117 3.582
H 0.434 1.326 5.495
H -1.142 1.101 4.730
H -0.070 -0.294 4.931
H -0.941 3.282 -1.000
H -1.126 3.586 -3.758
H -0.753 1.721 -5.801
H 0.771 0.920 -5.408
H -0.777 0.037 -5.261

Forces on atoms 1 to 2 (eV/Å):
Cl -0.16 -0.18 -0.35
B 0.46 0.29 0.17

Computed properties:
- relative energy (zero: lowest compared OMol25 entry of this formula, charge and spin) (kJ/mol) = 0.00
- charge = -1
- HOMO level (eV) = -3.689
- HOMO-LUMO gap (eV) = 4.5

natural (NBO) charges in e:
1. Cl -0.3040
2. B 0.5256
3. Cl -0.3259
4. Cl -0.3333
5. O -0.7676
6. C 0.0191
7. C 0.1368
8. C -0.2593
9. C -0.2205
10. C -0.2396
11. C -0.2046
12. C -0.2283
13. H 0.3400
14. H 0.2072
15. H 0.1934
16. H 0.1988
17. H 0.2059
18. H 0.2355
19. C -0.6479
20. C 0.2693
21. C -0.3260
22. C -0.3942
23. C 0.2499
24. B 0.2092
25. C -0.0411
26. C 0.1260
27. C -0.3887
28. C 0.4946
29. C -0.6967
30. O -0.4107
31. C 0.1529
32. C -0.3299
33. C -0.3168
34. C 0.2620
35. C -0.6544
36. O -0.4674
37. C 0.1823
38. C -0.3379
39. C -0.3094
40. C 0.2604
41. C -0.6497
42. O -0.4438
43. O -0.4756
44. H 0.2119
45. H 0.2283
46. H 0.2181
47. H 0.2045
48. H 0.1965
49. H 0.2815
50. H 0.2436
51. H 0.2492
52. H 0.2501
53. H 0.2580
54. H 0.2270
55. H 0.2079
56. H 0.2133
57. H 0.2268
58. H 0.2142
59. H 0.2151
60. H 0.2037
61. H 0.2179
62. H 0.2019
63. H 0.2348



Record 2
Molecular formula: C27H26Br2F32O6
Method: DFT, wB97M-V/def2-TZVPD

Geometry (Å):
C -3.833 -5.563 -0.013
C -3.513 -4.740 1.221
Br -4.781 -3.278 1.418
C -2.090 -4.122 1.303
Br -0.761 -5.188 0.377
C -1.677 -3.877 2.743
C -0.476 -2.979 3.010
O -0.221 -3.194 4.442
C -0.927 -4.276 4.870
O -1.190 -4.466 6.021
C -1.304 -5.064 3.632
H -4.905 -5.781 -0.027
H -3.305 -6.518 0.037
H -3.582 -5.039 -0.937
H -3.656 -5.369 2.103
H -2.141 -3.150 0.802
H -2.541 -3.400 3.228
H 0.422 -3.294 2.482
H -0.708 -1.921 2.904
H -0.357 -5.489 3.281
H -2.031 -5.860 3.770
C -2.378 0.112 -3.076
C -2.480 -1.282 -3.712
C -3.387 -2.296 -3.017
F -2.915 -2.527 -1.776
F -3.368 -3.463 -3.703
F -1.252 -1.811 -3.888
F -3.031 -1.089 -4.948
O -1.279 0.363 -2.220
C -1.351 0.139 -0.873
C -0.357 -0.930 -0.400
F -0.563 -2.092 -1.046
F -0.562 -1.133 0.924
F -2.599 -0.147 -0.467
F -0.982 1.285 -0.254
H -2.216 0.780 -3.921
H -3.321 0.410 -2.616
H -4.416 -1.934 -2.966
H 0.668 -0.595 -0.568
C 4.795 -2.288 2.260
C 3.403 -2.563 1.675
C 3.298 -2.887 0.183
F 3.741 -1.861 -0.573
F 2.001 -3.098 -0.129
F 2.558 -1.562 1.992
F 2.960 -3.696 2.301
O 5.174 -0.935 2.436
C 5.796 -0.208 1.462
C 4.962 1.007 1.033
F 3.753 0.630 0.578
F 5.618 1.639 0.029
F 6.157 -0.956 0.406
F 6.930 0.300 1.999
H 4.740 -2.675 3.276
H 5.564 -2.864 1.745
H 3.873 -3.786 -0.054
H 4.835 1.691 1.873
C 7.252 4.729 -1.688
C 8.699 4.576 -1.200
C 8.927 4.253 0.279
F 8.458 5.235 1.073
F 10.256 4.136 0.495
F 9.432 5.650 -1.560
F 9.198 3.493 -1.869
O 6.727 6.037 -1.834
C 6.112 6.703 -0.812
C 6.850 7.997 -0.442
F 8.121 7.737 -0.085
F 6.217 8.567 0.608
F 5.908 5.925 0.264
F 4.895 7.090 -1.262
H 7.273 4.348 -2.708
H 6.574 4.080 -1.134
H 8.441 3.309 0.541
H 6.843 8.684 -1.290
C -7.955 0.512 -1.719
C -6.507 0.450 -1.212
C -6.268 0.500 0.299
F -6.710 1.656 0.829
F -4.942 0.412 0.534
F -5.752 1.380 -1.836
F -6.034 -0.778 -1.594
O -8.441 1.757 -2.180
C -9.046 2.667 -1.355
C -8.277 3.994 -1.304
F -7.012 3.796 -0.889
F -8.894 4.816 -0.429
F -9.269 2.175 -0.126
F -10.250 2.957 -1.896
H -7.950 -0.109 -2.614
H -8.640 0.041 -1.014
H -6.767 -0.339 0.793
H -8.266 4.455 -2.294

Forces on atoms 1 to 2 (eV/Å):
C -0.40 0.09 -0.01
C 0.80 -0.65 0.14

Computed properties:
- relative energy (zero: lowest compared OMol25 entry of this formula, charge and spin) (kJ/mol) = 0.00
- SMILES = C[C@H](Br)[C@H](Br)[C@@H]1COC(=O)C1.FC(F)C(F)(F)COC(F)(F)C(F)F.FC(F)C(F)(F)COC(F)(F)C(F)F.FC(F)C(F)(F)COC(F)(F)C(F)F.FC(F)C(F)(F)COC(F)(F)C(F)F
- HOMO level (eV) = -10.144
- HOMO-LUMO gap (eV) = 10.4

Löwdin charges in e:
1. C -0.1833
2. C -0.7558
3. Br 0.7474
4. C -0.6926
5. Br 0.8188
6. C -0.3638
7. C -0.1053
8. O 0.0230
9. C -0.4858
10. O 0.1353
11. C -0.0543
12. H 0.0705
13. H 0.0628
14. H 0.0638
15. H 0.0862
16. H 0.0564
17. H 0.1381
18. H 0.1013
19. H 0.1259
20. H 0.1171
21. H 0.1312
22. C -0.0342
23. C -0.4372
24. C -0.2981
25. F 0.0784
26. F 0.0996
27. F 0.1414
28. F 0.1018
29. O 0.0612
30. C -0.5364
31. C -0.2705
32. F 0.0781
33. F 0.0814
34. F 0.1411
35. F 0.1469
36. H 0.1512
37. H 0.1343
38. H 0.1581
39. H 0.1734
40. C -0.0341
41. C -0.4384
42. C -0.2972
43. F 0.0968
44. F 0.0742
45. F 0.1370
46. F 0.0974
47. O 0.0562
48. C -0.5492
49. C -0.2794
50. F 0.1029
51. F 0.0864
52. F 0.1556
53. F 0.1396
54. H 0.1526
55. H 0.1495
56. H 0.1763
57. H 0.1778
58. C -0.0384
59. C -0.4412
60. C -0.3075
61. F 0.0989
62. F 0.1000
63. F 0.1380
64. F 0.1004
65. O 0.0529
66. C -0.5478
67. C -0.2884
68. F 0.1041
69. F 0.1001
70. F 0.1526
71. F 0.1401
72. H 0.1502
73. H 0.1377
74. H 0.1691
75. H 0.1748
76. C -0.0396
77. C -0.4282
78. C -0.3105
79. F 0.1060
80. F 0.0841
81. F 0.1328
82. F 0.0797
83. O 0.0519
84. C -0.5464
85. C -0.2883
86. F 0.1031
87. F 0.1039
88. F 0.1566
89. F 0.1440
90. H 0.1501
91. H 0.1500
92. H 0.1687
93. H 0.1753



Record 3
Molecular formula: C27H26N4NaO5STe
Method: DFT, wB97M-V/def2-TZVPD

Geometry (Å):
Na 0.178 0.283 0.652
C -2.912 -0.432 0.637
N -2.163 0.426 -0.283
C -2.562 1.828 -0.180
C -1.595 2.716 -0.923
C -1.997 3.509 -1.983
C -1.033 4.225 -2.680
C 0.287 4.108 -2.294
C 0.600 3.300 -1.206
N -0.322 2.626 -0.520
C -2.201 -0.084 -1.670
C -1.212 -1.198 -1.893
C -1.542 -2.491 -1.829
C -0.552 -3.534 -2.116
C 0.686 -3.210 -2.479
C 1.134 -1.801 -2.510
N 0.081 -0.728 -2.219
C -2.127 -1.015 1.799
C -2.489 -2.257 2.294
C -1.919 -2.688 3.480
C -0.973 -1.893 4.090
C -0.570 -0.729 3.446
N -1.202 -0.233 2.379
H -3.356 -1.263 0.085
H -3.749 0.137 1.063
H -2.534 2.092 0.880
H -3.587 1.996 -0.548
H -3.042 3.544 -2.267
H -1.312 4.846 -3.523
H 1.081 4.620 -2.823
H 1.629 3.168 -0.883
H -1.906 0.726 -2.337
H -3.221 -0.396 -1.934
H -2.573 -2.772 -1.643
H -0.862 -4.573 -2.091
H 1.395 -3.974 -2.778
H 1.799 -1.514 -3.319
H -3.236 -2.848 1.778
H -2.219 -3.627 3.932
H -0.496 -2.193 5.015
H 0.082 -0.026 3.950
O 3.451 1.993 -0.758
S 3.008 0.755 -0.144
O 4.058 -0.167 0.196
O 2.025 0.985 0.924
O 2.157 0.079 -1.361
O 0.941 -1.558 -0.102
C 1.222 -1.035 -1.254
C 1.141 -3.758 1.943
Te 2.128 -1.896 2.218
C 2.552 -2.647 4.202
C 2.050 -4.071 4.266
C 2.251 -4.872 5.394
C 1.764 -6.167 5.453
C 1.055 -6.684 4.373
C 0.852 -5.901 3.249
C 1.349 -4.597 3.177
H 1.561 -4.228 1.056
H 0.085 -3.578 1.743
H 2.053 -2.037 4.961
H 3.623 -2.594 4.401
H 2.800 -4.462 6.235
H 1.939 -6.774 6.333
H 0.666 -7.695 4.408
H 0.304 -6.299 2.403

Forces on atoms 1 to 2 (eV/Å):
Na -1.19 0.59 -0.18
C 0.14 -0.01 -0.08

Computed properties:
- relative energy (zero: lowest compared OMol25 entry of this formula, charge and spin) (kJ/mol) = 147.86
- charge = -1
- HOMO level (eV) = -3.949
- HOMO-LUMO gap (eV) = 5.9

natural (NBO) charges in e:
1. Na 0.8512
2. C -0.2523
3. N -0.4487
4. C -0.2457
5. C 0.2024
6. C -0.2726
7. C -0.1697
8. C -0.2623
9. C 0.0678
10. N -0.4389
11. C -0.2590
12. C 0.2152
13. C -0.2994
14. C -0.2249
15. C -0.1692
16. C -0.1623
17. N -0.5069
18. C 0.2298
19. C -0.2807
20. C -0.1545
21. C -0.2823
22. C 0.0887
23. N -0.5111
24. H 0.2042
25. H 0.1975
26. H 0.2228
27. H 0.1628
28. H 0.2074
29. H 0.2056
30. H 0.2180
31. H 0.2570
32. H 0.2294
33. H 0.1672
34. H 0.1922
35. H 0.1967
36. H 0.2025
37. H 0.2059
38. H 0.2115
39. H 0.2154
40. H 0.2226
41. H 0.2062
42. O -1.0125
43. S 2.5926
44. O -0.9871
45. O -1.0755
46. O -0.7744
47. O -0.8942
48. C 0.6820
49. C -0.6878
50. Te 0.6721
51. C -0.7627
52. C 0.0763
53. C -0.2420
54. C -0.2303
55. C -0.2319
56. C -0.2027
57. C -0.0534
58. H 0.2373
59. H 0.2292
60. H 0.1996
61. H 0.2204
62. H 0.2010
63. H 0.2005
64. H 0.2007
65. H 0.2033



Record 4
Molecular formula: C27H26NOS4Sb3Tl
Method: DFT, wB97M-V/def2-TZVPD

Geometry (Å):
Tl 0.269 -2.251 -3.269
C 2.267 2.042 -0.775
C 1.541 1.653 0.522
C 0.017 1.539 0.446
Sb -0.662 -0.469 1.017
C 0.108 -0.099 3.064
C -0.491 0.753 3.988
C 0.005 0.872 5.279
C 1.118 0.139 5.668
C 1.735 -0.705 4.756
C 1.226 -0.825 3.469
C -2.636 0.195 1.578
C -3.294 -0.382 2.659
C -4.600 -0.028 2.965
C -5.271 0.897 2.179
C -4.629 1.465 1.089
C -3.323 1.111 0.791
Sb 2.266 0.596 -2.472
C 0.365 1.490 -3.237
C -0.949 1.053 -3.253
C -1.911 1.752 -3.973
C -1.567 2.885 -4.693
C -0.257 3.342 -4.666
C 0.698 2.643 -3.941
C 3.099 -0.870 -1.023
C 2.580 -2.050 -0.516
C 3.346 -2.852 0.321
C 4.645 -2.490 0.642
C 5.186 -1.328 0.106
C 4.417 -0.532 -0.728
H 3.321 2.199 -0.532
H 1.851 2.981 -1.149
H 1.792 2.411 1.274
H 1.970 0.715 0.889
H -0.333 1.761 -0.558
H -0.469 2.240 1.125
H -1.363 1.324 3.691
H -0.478 1.536 5.987
H 1.497 0.218 6.680
H 2.608 -1.276 5.051
H 1.705 -1.497 2.763
H -2.778 -1.115 3.270
H -5.108 -0.494 3.802
H -6.294 1.168 2.410
H -5.160 2.162 0.451
H -2.838 1.536 -0.081
H -1.262 0.177 -2.700
H -2.931 1.386 -3.976
H -2.313 3.406 -5.282
H 0.023 4.226 -5.229
H 1.728 2.995 -3.917
H 1.579 -2.375 -0.768
H 2.919 -3.773 0.698
H 5.239 -3.110 1.302
H 6.213 -1.057 0.323
H 4.842 0.375 -1.151
S -1.210 -7.559 -4.014
Sb 0.064 -5.638 -4.139
S -1.121 -3.815 -5.168
S 0.420 -4.724 -1.955
O -4.391 -1.727 -2.236
S -3.149 -2.419 -2.639
N -1.870 -1.781 -2.216

Forces on atoms 1 to 2 (eV/Å):
Tl -0.07 -0.05 -0.03
C -0.16 -0.15 -0.08

Computed properties:
- 2S+1 = 2
- relative energy (zero: lowest compared OMol25 entry of this formula, charge and spin) (kJ/mol) = 144.30
- charge = -2
- HOMO level (spin up / spin down) (eV) = -1.721 / -1.861
- HOMO-LUMO gap (spin up / spin down) (eV) = 5.8 / 5.6

natural (NBO) charges in e:
1. Tl 0.5457
2. C -0.7490
3. C -0.4394
4. C -0.7560
5. Sb 1.1658
6. C -0.3445
7. C -0.1764
8. C -0.2514
9. C -0.2217
10. C -0.2255
11. C -0.2428
12. C -0.3627
13. C -0.2400
14. C -0.2114
15. C -0.2284
16. C -0.2289
17. C -0.1545
18. Sb 0.9910
19. C -0.3182
20. C -0.1944
21. C -0.2159
22. C -0.2354
23. C -0.2291
24. C -0.2741
25. C -0.3255
26. C -0.2438
27. C -0.1989
28. C -0.2358
29. C -0.2466
30. C -0.2034
31. H 0.2012
32. H 0.2024
33. H 0.1951
34. H 0.1972
35. H 0.2341
36. H 0.2144
37. H 0.2076
38. H 0.1977
39. H 0.1951
40. H 0.2026
41. H 0.2201
42. H 0.2096
43. H 0.1978
44. H 0.1977
45. H 0.2043
46. H 0.2092
47. H 0.2584
48. H 0.2173
49. H 0.1964
50. H 0.1941
51. H 0.2018
52. H 0.2434
53. H 0.2202
54. H 0.1978
55. H 0.1948
56. H 0.1933
57. S -0.8262
58. Sb 1.0433
59. S -0.8592
60. S -0.8869
61. O -0.9963
62. S 1.3734
63. N -1.2009